C90H197N11O14 | the ωB97M-V functional and the def2-TZVPD basis

Last column: Löwdin charge in e.
Cartesian coordinates (Å):
C1 23.1347 4.5360 28.0589  -0.02
C2 22.0837 3.8631 27.1750  -0.50
C3 22.4443 2.4119 27.1616  -0.16
C4 21.3669 1.4931 26.6770  -0.18
C5 20.1167 1.6585 27.5359  -0.12
C6 19.6242 3.1174 27.3223  -0.53
N1 20.7426 3.9382 27.8661  -0.07
O1 20.3136 5.2707 27.8456  -0.02
C7 19.0945 3.4067 25.9540  -0.04
C8 18.4261 3.3639 28.1837  -0.06
C9 22.0924 4.5779 25.8141  -0.02
H1 24.0858 4.2057 27.6532  0.09
H2 23.1518 4.1370 29.0220  0.07
H3 22.9706 5.6045 28.0182  0.07
H4 23.4616 2.3053 26.6554  0.13
H5 22.6549 2.1473 28.1616  0.10
H6 21.5588 0.4128 26.7568  0.12
H7 21.0403 1.6589 25.6478  0.10
H8 20.4331 1.5891 28.5755  0.12
H9 19.3603 0.9053 27.3413  0.12
H10 18.9344 4.4857 25.9291  0.08
H11 19.8691 3.1365 25.1779  0.08
H12 18.2147 2.8477 25.9126  0.07
H13 18.4688 3.3391 29.2473  0.08
H14 17.9674 4.2769 27.8994  0.07
H15 17.6364 2.6266 27.9903  0.10
H16 23.0756 4.4422 25.2769  0.10
H17 22.0047 5.6432 25.9355  0.05
H18 21.3597 4.1801 25.0771  0.07
H19 19.9825 5.3718 28.7269  0.09
C10 19.8206 7.8065 23.4093  -0.06
C11 18.4323 7.4630 22.8944  -0.53
C12 18.7051 6.2872 21.9388  -0.11
C13 17.3222 5.7249 21.4708  -0.15
C14 16.5368 5.3567 22.6893  -0.18
C15 16.3717 6.3990 23.7592  -0.51
N2 17.7287 6.8967 24.0347  -0.06
O2 17.5506 7.9373 25.0341  -0.04
C16 15.3064 7.4238 23.4142  -0.03
C17 15.8810 5.7315 25.0791  -0.01
C18 17.8699 8.7618 22.2085  -0.01
H20 19.6976 8.4527 24.3397  0.10
H21 20.3760 8.2637 22.5917  0.07
H22 20.4368 6.8277 23.6431  0.11
H23 19.2031 6.6254 21.0192  0.11
H24 19.2314 5.5546 22.5248  0.10
H25 17.4633 4.9114 20.7145  0.11
H26 16.6170 6.4859 21.0804  0.11
H27 16.9721 4.5694 23.2047  0.08
H28 15.6177 4.9266 22.3571  0.12
H29 14.3145 7.0078 23.6171  0.09
H30 15.3207 8.3267 23.9764  0.08
H31 15.3103 7.6811 22.3761  0.06
H32 15.1007 5.0938 24.7956  0.06
H33 16.7132 5.0074 25.3002  0.08
H34 15.7007 6.3915 25.8933  0.08
H35 17.6724 9.5649 22.9626  0.10
H36 17.0578 8.6306 21.4964  0.06
H37 18.7771 9.1168 21.7003  0.07
H38 18.1278 7.6760 25.7586  0.10
C19 24.2016 -1.1586 19.7116  -0.01
C20 24.6680 -2.1503 18.6226  -0.45
C21 23.4403 -2.7414 17.9216  -0.13
C22 22.7710 -1.7338 16.9662  -0.17
C23 23.7609 -1.2985 15.8663  -0.12
C24 25.0249 -0.6938 16.4247  -0.57
N3 25.5435 -1.4297 17.5509  -0.09
O3 26.5298 -0.7593 18.1896  -0.04
C25 26.1161 -0.6934 15.4092  -0.04
C26 24.7365 0.7462 16.7577  -0.04
C27 25.4916 -3.2584 19.2423  -0.03
H39 25.0329 -0.8798 20.3151  0.05
H40 23.4777 -1.6706 20.3421  0.10
H41 23.7105 -0.3498 19.2428  0.05
H42 23.7140 -3.5927 17.3405  0.10
H43 22.6850 -3.1052 18.6271  0.12
H44 22.2501 -0.8493 17.4498  0.11
H45 21.8858 -2.1476 16.4595  0.11
H46 23.2359 -0.6772 15.1599  0.12
H47 24.0006 -2.2328 15.3846  0.11
H48 26.2563 -1.6333 14.8691  0.09
H49 25.9901 0.1166 14.6544  0.10
H50 27.0731 -0.5249 15.8746  0.08
H51 24.2632 1.2661 15.9216  0.09
H52 24.0619 0.8336 17.6310  0.07
H53 25.6398 1.3531 16.9541  0.10
H54 25.6481 -4.0504 18.5086  0.09
H55 25.0058 -3.5915 20.1461  0.08
H56 26.4022 -2.8289 19.6984  0.09
H57 26.1125 -0.0589 18.6787  0.05
C28 20.2259 8.6304 16.5179  -0.05
C29 18.8074 8.3075 16.9004  -0.55
C30 17.8643 9.2872 16.2771  -0.13
C31 16.3711 8.8470 16.3411  -0.17
C32 16.3446 7.5315 15.6138  -0.15
C33 17.1738 6.4732 16.3805  -0.52
N4 18.5785 6.9379 16.3885  -0.06
O4 19.3479 5.9784 17.1408  -0.05
C34 16.5896 6.1842 17.7630  -0.03
C35 17.0644 5.1902 15.5672  -0.04
C36 18.6670 8.4161 18.4400  -0.03
H58 21.0181 8.1615 17.1969  0.10
H59 20.4157 9.7478 16.6268  0.10
H60 20.4737 8.3602 15.5208  0.05
H61 17.9660 10.2360 16.7980  0.12
H62 18.1629 9.4423 15.2054  0.14
H63 15.8143 9.5413 15.7440  0.10
H64 15.8845 8.7948 17.3078  0.11
H65 16.7196 7.5971 14.5689  0.13
H66 15.2979 7.1169 15.6784  0.14
H67 16.7300 7.0579 18.4115  0.05
H68 15.5249 5.9571 17.6394  0.09
H69 16.9792 5.3948 18.3250  0.05
H70 16.1851 4.5821 15.9838  0.10
H71 16.9977 5.2651 14.4641  0.09
H72 17.8310 4.5127 15.8907  0.05
H73 19.1763 9.4017 18.7614  0.12
H74 19.1888 7.6748 19.0118  0.06
H75 17.6033 8.4931 18.6483  0.05
H76 19.9206 5.5336 16.4957  0.04
C37 27.5566 11.5898 18.3695  -0.02
C38 26.8488 11.4226 16.9915  -0.49
C39 27.1471 10.0334 16.4544  -0.16
C40 26.4003 8.8992 17.1497  -0.17
C41 24.9462 9.3133 17.1673  -0.16
C42 24.6030 10.6635 17.7529  -0.51
N5 25.3953 11.6915 17.0261  -0.04
O5 25.1961 12.8896 17.8295  -0.03
C43 23.1343 10.9380 17.4913  -0.04
C44 24.7571 10.5556 19.3024  -0.01
C45 27.4864 12.4147 15.9353  -0.04
H77 26.9221 12.1086 19.1156  0.08
H78 28.5442 12.1211 18.3014  0.10
H79 27.8478 10.6453 18.8045  0.05
H80 26.8115 10.0098 15.3993  0.13
H81 28.2327 9.8824 16.5950  0.13
H82 26.7998 8.6818 18.1661  0.08
H83 26.5342 7.9056 16.6218  0.13
H84 24.5175 8.5252 17.7421  0.11
H85 24.5931 9.3180 16.2118  0.09
H86 22.8596 11.9935 17.5119  0.08
H87 22.8836 10.6622 16.4150  0.10
H88 22.4964 10.1816 17.9963  0.08
H89 24.5386 11.4362 19.8310  0.07
H90 24.0866 9.6920 19.5251  0.09
H91 25.7285 10.2038 19.4762  0.02
H92 27.8275 13.3870 16.3403  0.08
H93 26.8513 12.5721 15.0468  0.08
H94 28.3436 11.9462 15.4524  0.07
H95 24.8761 13.5566 17.2434  0.09
C46 18.8625 0.1481 19.7999  -0.04
C47 17.6892 0.9252 20.4220  -0.49
C48 17.0139 1.8658 19.4174  -0.14
C49 15.7864 2.5012 19.9844  -0.19
C50 14.7792 1.4240 20.2373  -0.14
C51 15.3129 0.4221 21.2491  -0.53
N6 16.5977 -0.0592 20.7242  -0.04
O6 17.1667 -1.0290 21.7263  -0.05
C52 15.4482 1.0008 22.6803  -0.01
C53 14.3815 -0.7953 21.2885  -0.04
C54 18.3077 1.6600 21.6490  -0.02
H96 19.4171 -0.5467 20.4748  0.09
H97 19.6525 0.8386 19.4139  0.08
H98 18.4816 -0.4028 18.9401  0.08
H99 17.7472 2.5904 19.0580  0.12
H100 16.6923 1.2628 18.5603  0.13
H101 15.3905 3.2858 19.2946  0.13
H102 16.0402 3.0886 20.8857  0.08
H103 14.5669 0.8436 19.3829  0.11
H104 13.8302 1.7836 20.6016  0.13
H105 16.2651 0.4888 23.2238  0.09
H106 15.6263 2.0820 22.6800  0.06
H107 14.5096 0.8660 23.1553  0.07
H108 14.4227 -1.2701 20.3033  0.09
H109 14.6383 -1.4733 22.1589  0.11
H110 13.4081 -0.4242 21.4664  0.06
H111 18.7253 0.8681 22.2714  0.08
H112 17.6244 2.3445 22.1827  0.06
H113 19.2557 2.2346 21.3591  0.08
H114 17.2245 -1.8217 21.1861  0.09
C55 28.1467 9.6404 24.7109  -0.03
C56 26.8909 9.4627 25.5309  -0.56
C57 26.2584 10.7652 25.8895  -0.16
C58 24.8488 10.7327 26.4610  -0.18
C59 23.9386 10.0263 25.4971  -0.16
C60 24.3993 8.6530 25.0697  -0.47
N7 25.8816 8.8149 24.6254  -0.07
O7 26.3464 7.5336 24.2612  -0.06
C61 24.2741 7.6326 26.2095  -0.02
C62 23.6785 8.1174 23.8436  -0.03
C63 27.1843 8.6860 26.7984  -0.04
H115 28.8225 8.7356 24.6819  0.10
H116 28.7033 10.5093 25.0464  0.08
H117 27.8723 9.8187 23.6512  0.09
H118 26.9515 11.2429 26.6446  0.14
H119 26.3671 11.4040 25.0127  0.12
H120 24.4003 11.6753 26.6573  0.10
H121 24.8594 10.1605 27.4281  0.11
H122 23.9734 10.6688 24.5428  0.15
H123 22.8945 9.9933 25.8116  0.12
H124 23.2858 7.1968 26.1860  0.05
H125 24.9976 6.8353 26.1130  0.08
H126 24.4112 8.0904 27.1916  0.08
H127 22.5766 8.1404 24.1305  0.09
H128 23.7732 8.6711 22.9703  0.06
H129 23.9028 7.0285 23.6602  0.09
H130 27.2144 7.5932 26.5682  0.07
H131 26.3502 8.8395 27.4736  0.06
H132 28.1429 9.0460 27.2785  0.12
H133 26.7775 7.8000 23.4376  0.07
C64 24.0980 4.8728 18.3008  -0.06
C65 24.6162 4.8975 19.7039  -0.45
C66 24.3068 6.1732 20.5477  -0.11
C67 22.8145 6.2906 20.8433  -0.17
C68 22.4721 5.0579 21.6603  -0.12
C69 22.6229 3.6835 20.9355  -0.47
N8 24.0640 3.6913 20.4419  -0.06
O8 24.3731 2.5577 19.6303  -0.10
C70 22.4798 2.6347 22.0364  -0.04
C71 21.6615 3.3003 19.8778  -0.05
C72 26.1775 4.6182 19.6894  -0.01
H134 23.1361 5.4492 18.2431  0.07
H135 23.8068 3.7916 18.0661  0.09
H136 24.7717 5.2863 17.4735  0.11
H137 24.8045 6.0443 21.5245  0.12
H138 24.7729 7.0515 20.1098  0.11
H139 22.2363 6.4211 19.9336  0.11
H140 22.6670 7.1534 21.4283  0.07
H141 21.4656 5.0841 22.0520  0.09
H142 23.0547 5.1243 22.5614  0.09
H143 22.5917 1.6902 21.5452  0.06
H144 23.2669 2.7856 22.8627  0.11
H145 21.4285 2.5245 22.3872  0.08
H146 21.7876 2.2783 19.5414  0.07
H147 20.5935 3.3934 20.1722  0.09
H148 21.6077 3.8880 18.9569  0.07
H149 26.4477 3.8094 19.0226  0.07
H150 26.5456 4.3108 20.6838  0.07
H151 26.6288 5.5490 19.4351  0.05
H152 25.2192 2.1773 20.0375  0.09
C73 28.2380 5.9985 28.5164  -0.09
O9 28.1711 5.6180 27.1325  -0.22
C74 29.3324 5.1473 26.6110  -0.26
C75 29.0320 4.6833 25.1587  -0.17
N9 28.9714 5.7796 24.1370  -0.02
C76 28.4967 5.1993 22.8466  -0.21
C77 28.7793 6.0782 21.6583  -0.24
O10 27.6849 6.9903 21.5696  -0.24
C78 27.8365 7.9162 20.4660  -0.07
H153 29.0052 6.7932 28.6893  0.10
H154 28.4413 5.1536 29.1898  0.09
H155 27.2471 6.3830 28.7194  0.08
H156 29.6515 4.2935 27.2333  0.13
H157 30.0792 5.9100 26.5462  0.11
H158 28.0819 4.1858 25.2064  0.10
H159 29.7797 3.9551 24.8222  0.11
H160 28.2230 6.3800 24.4475  0.06
H161 27.3949 4.9759 22.8886  0.13
H162 29.0492 4.2441 22.6455  0.10
H163 28.8981 5.5182 20.6942  0.12
H164 29.7147 6.6074 21.8083  0.12
H165 28.9001 8.2278 20.3940  0.11
H166 27.0342 8.6273 20.6659  0.09
H167 27.5801 7.3418 19.6227  0.03
C79 24.7996 0.2660 24.5935  -0.08
O11 25.9569 0.1074 23.7562  -0.20
C80 25.9165 0.9012 22.5817  -0.25
C81 27.1368 0.6404 21.7250  -0.21
N10 27.2144 1.5863 20.6158  -0.05
C82 28.3057 1.3899 19.6101  -0.18
C83 29.6977 1.6397 20.0826  -0.22
O12 29.8233 3.0073 20.5446  -0.22
C84 31.0660 3.2844 21.2034  -0.10
H168 24.7170 -0.6612 25.1962  0.10
H169 23.9341 0.4693 24.0028  0.06
H170 24.9975 1.1736 25.2229  0.09
H171 25.7971 1.9610 22.8502  0.12
H172 24.9955 0.6235 21.9837  0.12
H173 26.8448 -0.4266 21.4297  0.13
H174 28.1228 0.5002 22.2093  0.12
H175 27.3037 2.4990 21.1091  0.10
H176 28.2357 2.1610 18.8084  0.13
H177 28.1466 0.3959 19.1611  0.11
H178 30.5228 1.4613 19.3293  0.14
H179 29.9240 0.9329 20.8980  0.11
H180 31.8412 3.0942 20.5101  0.07
H181 31.1819 2.7269 22.1508  0.10
H182 31.1217 4.3596 21.4180  0.08
C85 19.8954 5.9865 11.3037  -0.13
O13 20.7767 5.6032 12.2998  -0.20
C86 20.9259 6.4697 13.4003  -0.24
C87 21.8952 5.7865 14.3491  -0.18
N11 21.1184 4.7792 15.1165  -0.05
C88 22.0104 3.8724 15.8292  -0.22
C89 21.2597 2.8019 16.4828  -0.24
O14 20.9201 1.9422 15.4056  -0.20
C90 19.9649 0.9378 15.6880  -0.10
H183 20.3710 6.3097 10.4133  0.06
H184 19.1684 6.7540 11.5544  0.09
H185 19.3800 5.0681 10.9289  0.10
H186 19.9624 6.7592 13.8295  0.10
H187 21.3805 7.4113 12.9422  0.14
H188 22.4108 6.5266 14.9754  0.11
H189 22.6971 5.3431 13.7100  0.13
H190 20.4748 4.2798 14.4678  0.14
H191 22.6569 4.5492 16.4408  0.10
H192 22.6426 3.2942 15.1525  0.13
H193 20.3319 3.0787 17.0039  0.12
H194 21.8808 2.2117 17.1711  0.11
H195 20.2359 0.2147 16.4037  0.04
H196 19.7943 0.3557 14.7143  0.12
H197 18.9952 1.3949 15.9956  0.09

Summary:
**HOMO level**: -0.3006 hartree
**ΔE to the lowest compared entry with this formula, charge and spin**: 0.00 kJ/mol
**DFT total energy**: -5202.4047 hartree